Computed, not measured: 2 unconnected molecules or ions with the total composition C5H9N, with the ωB97M-V functional and the def2-TZVPD basis.

## Properties
- HOMO: -0.3496 hartree
- Kohn-Sham gap: 10.64 eV
- Strongest force on any atom: 0.7 eV/Å
- SMILES: C1=NC1.C=CC
- ΔE to the lowest compared entry with this formula, charge and spin: 297.7 kJ/mol

Cartesian coordinates (Å):
C -1.42 -1.58 -0.21
N -1.87 -0.74 0.61
C -1.10 -1.93 1.15
H -1.42 -1.77 -1.27
H -0.10 -1.72 1.54
H -1.66 -2.68 1.70
C 0.09 2.33 -0.36
C 0.70 1.25 0.13
C 1.47 0.25 -0.68
H -0.46 3.02 0.28
H 0.08 2.54 -1.43
H 0.68 1.08 1.21
H 1.36 0.45 -1.76
H 2.54 0.25 -0.43
H 1.10 -0.77 -0.49